# 1
C56H42IMoN4O4S2Si as an isolated structure, computed with ωB97M-V/def2-TZVPD.

The HOMO energy (spin up / spin down) comes out at -5.02 / -5.13 eV. For the energy above the lowest of the compared OMol25 structures with the same formula, charge and spin, the calculation gives 3.0355 eV. The orbital gap (spin up / spin down) comes out at 6.78 / 6.56 eV. As for the net charge: -1. The total energy is -112412.2636 eV. The expectation value of S² is 2.02. As for the spin multiplicity: 3.

Structure (XYZ):
```
111
Properties=species:S:1:pos:R:3:forces:R:3:mulliken_charge:R:1
Mo -0.4541 -0.8870 -1.2200 0.474 0.740 -0.147 -1.602
C 3.2796 -3.0277 0.4013 0.024 0.006 0.017 -0.979
C 2.0326 -3.5979 0.9911 -0.021 -0.014 0.001 0.605
N 2.1124 -4.4678 1.9696 0.034 0.040 0.017 -0.635
C 0.9781 -4.9487 2.5198 -0.024 -0.013 0.010 -1.092
C -0.2786 -4.6105 2.0925 0.010 -0.012 -0.001 1.098
C -1.4877 -5.1982 2.7627 0.007 0.013 0.008 -0.875
O -2.2542 -6.0391 1.8981 -0.012 -0.022 -0.002 -0.549
C -0.3906 -3.7058 1.0118 0.003 -0.022 0.029 -0.063
C -1.6712 -3.3647 0.4410 -0.030 0.044 0.011 -0.838
N -1.7692 -2.4791 -0.4701 -0.233 -0.187 -0.058 0.014
C -3.0062 -1.9076 -0.9721 -0.148 -0.060 -0.064 0.522
C -4.2022 -1.5339 -0.0499 0.061 0.025 0.059 0.233
C -5.5568 -1.9163 -0.5603 0.003 0.002 -0.027 -0.940
C -5.7271 -2.3947 -1.7933 0.020 -0.006 0.000 -0.658
C -4.6143 -2.5249 -2.7482 -0.015 0.025 0.010 -0.335
C -3.3616 -2.3311 -2.3515 0.015 -0.029 -0.054 -0.709
I -1.6939 -2.0854 -3.6074 -0.135 -0.237 -0.142 0.489
C 0.7735 -3.1534 0.4666 -0.007 0.103 -0.084 0.541
O 0.7979 -2.2924 -0.5084 0.050 -0.450 0.366 -0.475
H 4.1464 -3.5281 0.8272 -0.003 0.000 0.002 0.345
H 3.2705 -3.1165 -0.6860 0.005 0.006 0.000 0.258
H 3.3326 -1.9576 0.6198 0.005 0.023 -0.002 -0.042
H 1.1060 -5.6395 3.3470 -0.002 -0.003 0.007 0.355
H -1.1694 -5.7512 3.6518 0.002 0.006 -0.001 0.381
H -2.1733 -4.4150 3.0935 0.005 -0.001 -0.005 0.169
H -1.6398 -6.6337 1.4547 -0.001 0.003 -0.005 0.380
H -2.5662 -3.8768 0.7945 0.010 0.022 0.007 0.833
H -4.0534 -1.9072 0.9707 -0.031 -0.014 0.000 0.062
H -6.4068 -1.8213 0.1060 -0.011 0.007 0.003 0.431
H -6.7149 -2.6745 -2.1376 -0.014 0.001 -0.003 0.379
H -4.8448 -2.7132 -3.7886 -0.006 -0.010 -0.010 0.465
S 1.7976 -1.6075 -2.8276 0.065 -0.019 -0.028 -0.032
C 2.5458 -0.7799 -4.1394 0.014 0.093 -0.162 0.776
C 3.8553 -1.1726 -4.5002 -0.086 -0.033 0.105 -0.974
C 4.5442 -0.5830 -5.5367 0.057 0.035 -0.056 0.474
C 5.8735 -1.0409 -5.8432 -0.059 0.016 -0.001 -0.222
N 6.9314 -1.4195 -6.0825 0.053 -0.016 -0.005 -0.586
C 3.9571 0.4537 -6.2861 -0.009 -0.046 0.033 0.528
C 2.6747 0.8568 -5.9455 0.032 0.009 0.020 -0.696
C 1.9763 0.2588 -4.9048 -0.106 0.079 0.110 0.129
S 0.3248 0.8209 -4.6340 -0.125 -0.026 -0.142 -0.621
C 4.6500 1.0969 -7.3597 -0.010 -0.010 0.010 -0.163
N 5.1856 1.6286 -8.2281 0.017 0.017 -0.024 -0.586
H 4.3230 -1.9666 -3.9341 0.010 0.002 -0.005 0.524
H 2.2089 1.6621 -6.4970 -0.013 0.003 -0.003 0.418
C -2.5595 -0.4667 -0.9377 -0.008 -0.053 -0.053 0.788
C -3.6419 -0.1099 -0.2093 -0.014 0.047 -0.006 -0.497
C -4.0397 1.1474 0.4148 0.001 -0.009 0.012 0.986
C -3.5764 2.3582 -0.0998 0.030 0.003 0.012 -0.164
C -3.8803 3.5512 0.5332 -0.018 0.006 -0.007 -0.485
C -4.6602 3.5532 1.6828 0.005 -0.006 -0.003 -0.524
C -5.1358 2.3538 2.1946 -0.003 0.001 0.005 -0.873
C -4.8316 1.1590 1.5618 -0.015 0.001 -0.011 -0.220
H -2.9637 2.3433 -0.9938 -0.007 -0.005 -0.002 0.501
H -3.5024 4.4842 0.1342 0.009 -0.001 0.004 0.367
H -4.8910 4.4861 2.1807 -0.003 0.010 0.004 0.401
H -5.7342 2.3481 3.0969 -0.005 0.000 0.007 0.408
H -5.1826 0.2216 1.9773 -0.009 -0.003 0.001 0.349
O -0.2754 -0.1999 0.6211 0.220 0.123 -0.097 2.389
Si 0.2009 0.5587 1.9430 -0.107 -0.001 0.021 -0.824
C 1.8770 -0.0181 2.5644 -0.003 -0.003 0.003 0.556
C 1.9936 -1.1482 3.3750 0.013 -0.026 0.004 -0.296
C 3.2354 -1.6152 3.7850 -0.019 -0.027 -0.012 -0.501
C 4.3881 -0.9492 3.3962 0.010 -0.006 -0.014 -0.714
C 4.2965 0.1790 2.5916 0.007 -0.020 -0.010 -0.678
C 3.0526 0.6343 2.1790 -0.017 0.004 -0.004 -0.085
C -1.1071 0.1751 3.2462 0.064 0.000 0.052 0.557
C -2.0909 -0.7708 2.9586 -0.016 -0.021 -0.035 0.628
C -3.0857 -1.0834 3.8756 0.013 0.006 0.021 -0.551
C -3.1177 -0.4426 5.1060 0.001 -0.011 -0.003 -0.908
C -2.1506 0.5070 5.4110 -0.002 -0.011 0.008 -0.839
C -1.1569 0.8066 4.4897 0.007 -0.009 0.007 -0.478
C 0.3130 2.4149 1.7114 -0.024 0.008 -0.030 0.355
C 0.9072 3.2514 2.6594 -0.024 0.017 0.001 -0.063
C 0.9337 4.6282 2.4880 0.017 -0.009 -0.004 -0.930
C 0.3675 5.1936 1.3532 -0.007 -0.001 -0.009 -0.969
C -0.2177 4.3778 0.3963 0.001 0.030 -0.009 -0.738
C -0.2448 3.0015 0.5755 0.034 0.005 0.001 1.116
H 1.0987 -1.6785 3.6869 -0.003 -0.013 -0.003 0.230
H 3.3036 -2.5102 4.3901 -0.003 -0.005 0.014 0.347
H 5.3579 -1.3148 3.7108 0.005 0.000 0.003 0.359
H 5.1950 0.6988 2.2808 0.001 0.001 -0.001 0.408
H 2.9922 1.5163 1.5501 -0.009 0.015 0.002 0.522
H -2.0725 -1.2496 1.9864 -0.006 0.011 0.012 -0.321
H -3.8417 -1.8220 3.6301 -0.005 -0.005 0.000 0.467
H -3.8936 -0.6792 5.8239 -0.003 0.002 0.006 0.385
H -2.1728 1.0140 6.3681 -0.003 0.003 0.006 0.406
H -0.4120 1.5538 4.7430 -0.004 0.004 0.010 0.253
H 1.3721 2.8207 3.5404 0.019 0.003 0.016 0.392
H 1.4048 5.2591 3.2318 0.000 0.005 0.009 0.421
H 0.3926 6.2670 1.2108 0.002 0.010 0.002 0.383
H -0.6495 4.8181 -0.4961 0.017 0.012 0.022 0.412
H -0.6756 2.3615 -0.1860 0.000 -0.006 0.055 -0.782
C -0.6759 2.8117 -3.1044 -0.031 -0.073 -0.114 -1.316
C 0.3325 1.6665 -2.9686 0.054 -0.076 0.414 1.769
O -0.1188 0.8713 -1.9339 -0.022 -0.056 0.070 -0.304
C 1.7362 2.1746 -2.6650 -0.067 0.036 -0.104 -0.106
C 2.4637 1.6701 -1.5961 0.006 -0.023 0.009 0.531
C 3.7547 2.1209 -1.3529 0.002 0.012 -0.008 -1.164
C 4.3280 3.0865 -2.1654 0.008 -0.017 0.022 -0.713
C 3.6008 3.6032 -3.2293 -0.027 -0.008 -0.021 -0.960
C 2.3160 3.1471 -3.4767 0.068 0.002 0.015 -0.114
H -1.6603 2.3820 -3.3020 -0.018 0.030 0.000 0.453
H -0.4209 3.4930 -3.9127 0.024 0.029 -0.001 0.498
H -0.7062 3.3582 -2.1607 -0.009 -0.042 -0.072 -0.056
H 2.0298 0.9090 -0.9616 -0.011 0.016 -0.011 0.188
H 4.3149 1.7009 -0.5266 0.012 0.003 0.006 0.464
H 5.3373 3.4303 -1.9780 0.005 0.001 0.004 0.444
H 4.0396 4.3507 -3.8783 0.004 0.006 0.003 0.400
H 1.7690 3.5320 -4.3285 -0.013 -0.001 -0.012 0.301
```
Forces are in eV/Å.



# 2
C56H43GeN3O6STi as an isolated structure, computed with ωB97M-V/def2-TZVPD.

The HOMO energy (spin up / spin down) comes out at -0.99 / -0.99 eV. For the energy above the lowest of the compared OMol25 structures with the same formula, charge and spin, the calculation gives 2.8730 eV. The orbital gap (spin up / spin down) comes out at 4.95 / 4.95 eV. As for the net charge: -2. The total energy is -165986.7252 eV. As for the spin multiplicity: 1.

Structure (XYZ):
```
111
Properties=species:S:1:pos:R:3:forces:R:3:mulliken_charge:R:1
Ti 0.0597 0.2733 -0.5337 -0.007 0.037 -0.636 -1.174
C 1.2551 7.2940 3.8470 -0.049 -0.016 -0.049 -1.601
C 1.0746 6.4157 2.6331 0.013 0.051 -0.015 1.088
C 0.4750 6.8962 1.4695 -0.018 0.016 0.005 -0.886
C 0.2983 6.0783 0.3634 0.092 -0.188 0.130 -0.969
C 0.7217 4.7511 0.4156 0.016 0.407 0.107 0.053
C 1.3366 4.2648 1.5561 -0.067 0.003 0.080 0.501
C 1.5099 5.0970 2.6534 -0.027 -0.066 0.022 -0.804
S 0.3604 3.7121 -0.9782 0.076 -0.704 0.565 1.403
O -1.0814 3.6367 -0.9673 -0.074 0.036 -0.143 -0.716
O 0.9657 4.3281 -2.1283 0.150 0.111 -0.143 -0.815
N 0.9679 2.2583 -0.6232 0.990 0.436 -0.805 0.803
C 2.3910 2.1195 -0.9443 -1.042 0.613 -0.021 0.303
C 3.3713 3.0582 -0.6377 0.274 -0.287 -0.020 -0.439
C 4.6874 2.7780 -1.0210 0.004 -0.051 -0.014 -0.979
C 5.0199 1.6458 -1.7367 0.028 0.036 0.059 -1.101
C 4.0280 0.7159 -2.1223 0.145 -0.152 -0.046 2.007
C 4.2041 -0.3381 -3.0654 -0.075 0.099 0.252 -2.199
C 3.0340 -0.7756 -3.6939 0.056 -0.054 -0.151 -0.726
C 1.7820 -0.5294 -3.2104 0.032 0.104 0.492 -1.060
N 1.6849 -0.0225 -1.8361 1.093 0.101 0.251 1.895
C 2.7358 0.9735 -1.6287 -0.332 -0.313 -0.177 -0.807
H 0.8495 8.2925 3.6764 -0.003 -0.021 -0.007 0.365
H 2.3110 7.4010 4.1073 -0.010 -0.018 -0.023 0.332
H 0.7458 6.8666 4.7142 -0.007 -0.002 -0.031 0.293
H 0.1309 7.9252 1.4358 0.007 -0.016 -0.003 0.264
H -0.1774 6.4517 -0.5355 0.010 -0.012 0.028 0.446
H 1.6682 3.2357 1.5777 -0.051 -0.018 0.033 0.151
H 1.9759 4.7024 3.5509 -0.007 0.003 -0.027 0.355
H 3.1455 3.9783 -0.1275 -0.025 0.042 -0.002 0.451
H 5.4661 3.4911 -0.7685 -0.004 -0.003 -0.002 0.365
H 6.0447 1.4775 -2.0541 -0.028 0.032 -0.007 0.373
H 5.1848 -0.5629 -3.4658 -0.027 0.054 -0.019 0.406
H 3.0918 -1.2748 -4.6598 0.016 0.005 0.034 0.300
H 0.8715 -0.6439 -3.7628 -0.110 0.014 -0.002 0.795
O 1.3685 -0.5695 0.5110 1.272 -0.509 0.644 -0.071
C 1.1073 -1.5729 1.5290 -0.570 -0.086 -0.510 -1.895
C -0.2394 -1.8330 1.8809 0.308 0.113 0.072 2.162
C -0.5478 -2.4671 3.1039 0.200 0.004 0.028 -0.782
C -1.8513 -2.7665 3.4400 0.016 -0.346 0.718 -0.792
C -2.9412 -2.4687 2.6504 -0.173 0.113 -0.196 -0.922
C -2.6586 -1.8724 1.4240 -0.256 -0.004 0.152 0.252
C -1.3689 -1.5945 1.0368 0.260 0.243 -0.576 -0.465
O -1.1413 -1.1276 -0.2346 -0.387 -0.635 0.612 -0.148
N -2.0938 -3.4491 4.7438 0.188 0.378 -0.794 1.063
O -1.1406 -3.6642 5.4707 -0.003 -0.074 0.166 -0.674
O -3.2370 -3.7690 5.0192 -0.102 -0.064 0.159 -0.690
H 1.9140 -1.6343 2.2379 0.083 0.121 0.060 0.611
H 0.2473 -2.7254 3.7903 -0.035 0.005 -0.017 0.541
H -3.9450 -2.7017 2.9685 0.019 -0.012 -0.028 0.492
H -3.4563 -1.6364 0.7284 0.035 -0.016 -0.012 0.523
C -2.6230 5.0405 4.3603 0.038 -0.076 -0.093 -0.516
C -2.7832 4.9873 2.9777 0.032 -0.053 0.053 -0.943
C -2.2396 3.9455 2.2396 0.030 0.093 -0.068 0.329
C -1.5167 2.9248 2.8652 0.100 -0.201 -0.106 0.100
C -1.3443 3.0032 4.2477 -0.059 0.036 0.161 -0.564
C -1.8961 4.0392 4.9930 0.018 -0.041 -0.118 -0.623
C -0.8206 1.8500 2.1092 -0.076 0.148 0.317 -1.204
C -1.1025 1.2907 0.9345 -0.500 0.181 -0.153 1.204
C -2.3901 1.3760 0.2032 0.210 -0.029 -0.148 0.526
C -2.3872 1.2555 -1.2009 -0.194 0.073 0.310 -0.236
C -3.5529 1.1752 -1.9347 0.014 -0.072 0.006 -1.048
C -4.7784 1.1687 -1.2784 -0.055 -0.008 0.023 -0.859
C -4.8095 1.2313 0.1075 0.083 0.019 0.011 -1.071
C -3.6287 1.3276 0.8352 -0.181 0.009 0.071 0.448
H -3.0458 5.8592 4.9314 0.005 -0.010 -0.003 0.364
H -3.3217 5.7766 2.4642 0.012 -0.020 0.013 0.391
H -2.3233 3.9442 1.1590 -0.010 -0.043 0.009 0.320
H -0.7635 2.2304 4.7414 -0.016 0.023 0.006 0.439
H -1.7507 4.0673 6.0668 0.004 -0.004 0.005 0.368
H 0.0864 1.5032 2.6043 0.118 0.123 -0.016 0.388
H -1.4533 1.2414 -1.7700 -0.087 0.333 -0.179 0.277
H -3.5062 1.1099 -3.0144 0.008 -0.025 -0.016 0.569
H -5.6979 1.0938 -1.8464 -0.011 0.012 0.008 0.371
H -5.7581 1.1932 0.6307 0.002 0.012 -0.001 0.419
H -3.6549 1.3512 1.9179 -0.024 -0.015 -0.014 0.555
C 1.7305 -1.1286 -0.8236 -1.926 0.450 -0.057 -1.622
Ge 0.7322 -2.8051 -1.3060 0.458 -0.122 -0.746 6.284
C -0.4081 -4.0813 -0.3631 -0.067 -0.187 0.575 -0.564
C 0.1995 -5.0265 0.4644 -0.111 -0.031 0.068 -0.147
C -0.5407 -6.0259 1.0862 0.002 0.098 -0.058 -0.821
C -1.9154 -6.0892 0.8950 -0.006 0.082 -0.067 -0.611
C -2.5375 -5.1492 0.0820 0.114 -0.022 0.036 -0.529
C -1.7897 -4.1540 -0.5382 0.118 -0.211 -0.013 0.038
C -0.3019 -2.6730 -3.0173 -0.167 0.214 -0.115 -0.437
C 0.1764 -3.3006 -4.1736 -0.087 0.067 -0.021 -0.671
C -0.5055 -3.2225 -5.3822 0.000 0.008 0.069 -0.861
C -1.6936 -2.5069 -5.4792 0.052 -0.006 0.073 -0.632
C -2.1879 -1.8745 -4.3486 0.080 -0.061 0.039 -1.337
C -1.5038 -1.9591 -3.1374 0.051 -0.081 -0.058 0.704
C 2.2577 -3.9723 -1.7727 0.253 -0.234 -0.087 0.012
C 3.5683 -3.4974 -1.6903 -0.049 -0.178 -0.064 -1.032
C 4.6491 -4.3026 -2.0470 -0.108 -0.001 0.015 -0.858
C 4.4389 -5.6000 -2.4943 -0.083 0.048 0.013 -0.603
C 3.1402 -6.0950 -2.5785 -0.017 0.118 0.032 -0.875
C 2.0665 -5.2883 -2.2168 0.138 0.060 0.057 -0.538
H 1.2700 -4.9776 0.6334 -0.023 0.015 -0.002 0.409
H -0.0446 -6.7459 1.7272 -0.011 0.012 -0.002 0.385
H -2.4995 -6.8589 1.3864 -0.005 0.016 0.000 0.353
H -3.6126 -5.1749 -0.0548 0.005 -0.005 0.003 0.372
H -2.2945 -3.4294 -1.1626 0.009 0.012 0.003 -0.006
H 1.1180 -3.8347 -4.1455 0.005 0.003 0.025 0.327
H -0.0965 -3.7148 -6.2576 -0.001 -0.006 -0.002 0.394
H -2.2206 -2.4401 -6.4238 0.001 0.001 -0.002 0.346
H -3.1136 -1.3123 -4.3992 0.002 0.018 0.007 0.474
H -1.9271 -1.4551 -2.2773 0.012 -0.039 0.008 0.209
H 3.7403 -2.4781 -1.3654 0.014 -0.040 -0.012 0.313
H 5.6560 -3.9058 -1.9813 -0.012 0.005 -0.005 0.415
H 5.2797 -6.2234 -2.7785 -0.007 -0.002 0.009 0.355
H 2.9646 -7.1072 -2.9263 0.001 -0.001 0.010 0.392
H 1.0607 -5.6947 -2.2763 0.013 0.029 -0.004 0.481
```
Forces are in eV/Å.



- Which of these has the highest spin multiplicity?
  C56H42IMoN4O4S2Si



- Which of these has the highest spin multiplicity?
  C56H42IMoN4O4S2Si



- What is the net charge in the first record?
  -1



- Which of these has the highest net charge?
  C56H42IMoN4O4S2Si